{"formula": "C22H40N4O2", "method": "wB97M-V/def2-TZVPD", "elements": ["C", "C", "C", "C", "C", "C", "C", "C", "C", "C", "N", "C", "C", "N", "C", "C", "H", "H", "H", "H", "H", "H", "H", "H", "H", "H", "H", "H", "H", "H", "H", "H", "H", "H", "C", "O", "C", "C", "C", "N", "H", "H", "H", "H", "H", "H", "H", "H", "H", "H", "H", "C", "O", "C", "C", "C", "N", "H", "H", "H", "H", "H", "H", "H", "H", "H", "H", "H"], "xyz": [[-3.386, 4.915, -3.018], [-4.077, 3.758, -4.002], [-2.814, 2.743, -4.409], [-3.323, 1.240, -4.836], [-2.408, 0.011, -4.243], [-2.615, -0.295, -2.644], [-1.828, 0.729, -1.633], [-2.577, 1.401, -0.332], [-1.677, 2.441, 0.598], [-0.089, 2.827, 0.274], [0.564, 3.822, 1.192], [1.979, 4.107, 0.774], [2.713, 3.382, -0.484], [2.083, 2.381, -1.412], [0.657, 2.149, -1.002], [-0.250, 1.102, -1.935], [-2.876, 4.303, -2.135], [-2.554, 5.424, -3.686], [-4.205, 5.663, -2.645], [-4.458, 4.208, -5.013], [-4.951, 3.192, -3.466], [-2.272, 3.205, -5.354], [-2.054, 2.773, -3.519], [-3.247, 1.179, -6.025], [-4.480, 1.147, -4.579], [-2.768, -0.971, -4.817], [-1.263, 0.134, -4.555], [-3.748, -0.321, -2.354], [-2.170, -1.383, -2.449], [-3.703, 1.180, -0.059], [-2.253, 2.921, 1.526], [2.590, 4.899, 1.409], [3.846, 3.675, -0.696], [0.272, 0.629, -2.885], [3.167, -1.379, 3.249], [2.218, -0.617, 2.517], [1.069, -0.222, 3.273], [1.285, 1.035, 4.148], [2.086, 0.763, 5.419], [1.939, 2.113, 3.393], [2.692, -2.034, 3.985], [3.885, -0.716, 3.732], [3.720, -2.001, 2.539], [0.298, 0.014, 2.530], [0.684, -1.062, 3.862], [0.295, 1.388, 4.462], [3.156, 0.648, 5.227], [1.979, 1.598, 6.122], [1.730, -0.141, 5.922], [1.349, 2.359, 2.597], [2.776, 1.715, 2.958], [0.893, -2.883, 0.253], [1.577, -3.856, -0.522], [2.443, -4.709, 0.234], [1.724, -5.886, 0.933], [0.957, -5.475, 2.187], [0.806, -6.579, 0.017], [1.498, -2.518, 1.088], [-0.052, -3.291, 0.614], [0.658, -2.036, -0.399], [3.147, -5.130, -0.494], [3.042, -4.125, 0.941], [2.496, -6.600, 1.248], [0.017, -4.967, 1.959], [0.702, -6.359, 2.784], [1.560, -4.813, 2.817], [1.342, -6.939, -0.773], [0.203, -5.866, -0.405]], "fmax_ev_per_a": 7.16, "e_above_lowest_ev": 14.344, "charge": 0, "gap_ha": 0.2574, "multiplicity": 1, "e_homo_ev": -8.36, "energy_ev": -33503.9501, "smiles": "CCCCCCc1ccc2nccnc2c1.COC[C@@H](C)N.COC[C@@H](C)N"}



{"formula": "C5H15NP", "method": "wB97M-V/def2-TZVPD", "elements": ["C", "C", "C", "C", "C", "N", "P", "H", "H", "H", "H", "H", "H", "H", "H", "H", "H", "H", "H", "H", "H", "H"], "xyz": [[-2.540, -0.159, -0.988], [-0.511, 1.090, -1.499], [2.607, -2.898, -0.145], [-1.926, 1.176, -1.012], [-2.144, 1.867, 0.258], [-1.308, 2.198, 1.144], [2.279, -1.154, 0.319], [-3.629, -0.187, -0.743], [-2.412, -0.569, -2.036], [-2.043, -0.844, -0.319], [-0.077, 0.162, -1.040], [0.223, 1.891, -1.213], [-0.350, 1.031, -2.636], [3.546, -2.874, -0.593], [2.031, -3.237, -0.972], [2.561, -3.595, 0.737], [-2.631, 1.845, -1.620], [-3.130, 1.983, 0.498], [-1.373, 2.601, 2.075], [-0.278, 2.247, 1.130], [2.586, -0.471, -1.025], [3.457, -0.673, 0.704]], "fmax_ev_per_a": 4.12, "e_above_lowest_ev": 1.662, "charge": 1, "gap_ha": 0.2756, "multiplicity": 1, "e_homo_ev": -12.01, "energy_ev": -16198.4497}



{"formula": "C6H34NO10", "method": "wB97M-V/def2-TZVPD", "elements": ["C", "C", "C", "C", "C", "C", "N", "H", "H", "H", "H", "H", "H", "H", "H", "H", "H", "H", "H", "H", "H", "H", "H", "O", "H", "H", "O", "H", "H", "O", "H", "H", "O", "H", "H", "O", "H", "H", "O", "H", "H", "O", "H", "H", "O", "H", "H", "O", "H", "H", "O"], "xyz": [[1.602, 0.540, -0.804], [1.556, 1.163, 0.613], [2.244, 2.507, 0.680], [3.565, 2.466, 0.806], [1.446, 3.792, 0.416], [-0.032, 3.761, 0.730], [0.282, 0.763, -1.548], [1.713, -0.529, -0.706], [2.313, 1.104, -1.388], [1.968, 0.455, 1.325], [0.495, 1.229, 0.886], [4.223, 3.327, 0.708], [4.144, 1.553, 0.899], [1.990, 4.484, 1.060], [1.712, 3.977, -0.625], [-0.246, 3.782, 1.795], [-0.434, 4.698, 0.410], [-0.580, 3.041, 0.125], [0.461, 1.061, -2.524], [-0.065, 1.543, -1.008], [-0.394, 0.004, -1.406], [-2.292, -1.567, 4.177], [-2.451, -1.601, 2.742], [-1.962, -1.086, 3.403], [-2.789, -4.532, 1.264], [-1.840, -4.213, 2.288], [-2.721, -3.915, 2.011], [0.661, -3.686, 2.492], [-0.240, -2.499, 2.956], [0.048, -3.010, 2.186], [-2.871, 1.190, -3.028], [-2.681, 2.145, -1.731], [-2.386, 1.382, -2.227], [-0.382, 2.791, -4.159], [1.120, 2.367, -4.132], [0.349, 2.555, -3.581], [-0.152, -4.342, 0.441], [0.914, -5.428, 0.144], [0.101, -5.033, -0.181], [2.041, -0.327, -4.558], [3.235, 0.783, -4.493], [2.341, 0.531, -4.260], [0.010, 0.925, 3.852], [-0.771, 1.634, 4.817], [0.061, 1.146, 4.795], [-1.644, -3.696, -1.759], [-2.623, -3.511, -2.894], [-2.406, -3.162, -2.023], [-1.841, -1.527, -1.157], [-1.714, -1.664, 0.376], [-1.507, -1.080, -0.360]], "fmax_ev_per_a": 2.21, "e_above_lowest_ev": 1.997, "charge": 1, "gap_ha": 0.3486, "multiplicity": 1, "e_homo_ev": -12.01, "energy_ev": -28732.7810}



{"formula": "C16H32BFO5", "method": "wB97M-V/def2-TZVPD", "elements": ["O", "C", "C", "B", "C", "C", "F", "H", "H", "H", "H", "H", "H", "H", "H", "C", "C", "C", "O", "H", "H", "H", "H", "H", "H", "C", "C", "C", "O", "H", "H", "H", "H", "H", "H", "C", "C", "C", "O", "H", "H", "H", "H", "H", "H", "C", "C", "C", "O", "H", "H", "H", "H", "H", "H"], "xyz": [[-3.619, -0.031, -1.842], [-4.654, 0.430, -2.388], [-4.844, 1.998, -2.626], [-6.063, 2.481, -1.655], [-7.561, 2.865, -2.142], [-8.548, 1.609, -2.295], [-7.908, 0.417, -2.779], [-5.476, -0.302, -2.675], [-3.866, 2.485, -2.261], [-4.976, 2.290, -3.718], [-5.809, 2.573, -0.490], [-8.021, 3.547, -1.352], [-7.554, 3.390, -3.162], [-9.156, 1.392, -1.358], [-9.316, 1.905, -3.098], [-0.819, -0.751, -2.320], [0.336, -1.617, -2.747], [0.339, -3.048, -2.279], [1.233, -1.177, -3.443], [-0.689, 0.253, -2.728], [-1.754, -1.165, -2.699], [-0.851, -0.684, -1.230], [-0.546, -3.564, -2.658], [0.360, -3.082, -1.188], [1.229, -3.551, -2.662], [1.955, 0.125, -0.238], [2.205, -0.829, 0.899], [2.658, -0.244, 2.209], [2.045, -2.030, 0.761], [1.635, -0.437, -1.117], [1.166, 0.830, 0.035], [2.874, 0.662, -0.481], [1.903, 0.443, 2.589], [3.608, 0.276, 2.074], [2.799, -1.048, 2.935], [1.924, 4.617, 3.608], [2.192, 3.305, 4.296], [1.967, 3.243, 5.783], [2.577, 2.332, 3.675], [2.128, 4.514, 2.540], [0.876, 4.897, 3.738], [2.576, 5.391, 4.016], [0.922, 3.463, 6.010], [2.621, 3.957, 6.288], [2.200, 2.239, 6.144], [6.468, -5.207, -0.331], [5.944, -4.127, 0.579], [4.468, -3.836, 0.532], [6.686, -3.514, 1.323], [7.546, -5.307, -0.190], [5.993, -6.160, -0.088], [6.274, -4.942, -1.372], [3.904, -4.728, 0.813], [4.185, -3.510, -0.471], [4.233, -3.039, 1.237]], "fmax_ev_per_a": 4.23, "charge": 0, "gap_ha": 0.3227, "multiplicity": 1, "e_homo_ev": -9.13, "energy_ev": -30740.1885, "smiles": "O=CCBCCF.CC(C)=O.CC(C)=O.CC(C)=O.CC(C)=O"}